Entry from the OMol25 dataset: a 11-piece molecular cluster, C3H30N2O10 overall (ωB97M-V/def2-TZVPD).

Geometry as ORCA input:
```
! wB97M-V def2-TZVPD RIJCOSX def2/J DEFGRID3
* xyz 0 1
C -1.262 0.381 -2.589
N -1.542 0.744 -1.193
C -1.210 -0.374 -0.300
C -2.056 -0.208 0.997
N -1.228 0.645 1.973
H -0.175 0.031 -2.733
H -1.932 -0.480 -2.860
H -1.381 1.274 -3.225
H -1.122 1.658 -0.881
H -0.343 -0.473 0.358
H -1.118 -1.392 -0.655
H -2.272 -1.204 1.473
H -3.061 0.432 0.753
H -1.078 0.131 2.759
H -1.662 1.511 2.157
O 0.527 2.735 0.795
H 0.107 2.393 -0.072
H 0.084 2.268 1.544
O -1.056 -3.272 -1.156
H -1.479 -3.552 -0.296
H -1.754 -2.661 -1.428
O -0.588 3.441 -1.696
H -0.095 4.142 -1.358
H -0.255 3.100 -2.490
O 3.405 -1.321 2.457
H 3.068 -1.119 3.325
H 2.773 -1.819 2.037
O 1.566 -2.031 0.900
H 1.337 -2.442 0.032
H 1.021 -1.280 0.975
O 4.064 -0.165 0.120
H 3.674 0.741 0.001
H 4.049 -0.294 1.094
O 2.121 -0.947 -1.116
H 2.958 -0.992 -0.666
H 2.249 -0.156 -1.620
O -4.603 0.860 -0.738
H -4.210 1.689 -0.836
H -4.144 0.374 -1.419
O 2.292 1.821 -0.957
H 2.048 2.075 0.104
H 2.914 2.473 -1.266
O -0.464 -3.057 2.350
H 0.447 -2.753 2.116
H -0.616 -2.926 3.231
*
```

The LUMO energy is 0.0049 Eh. As for the HOMO energy: -8.80 eV. The SMILES is CNCCN.O.O.O.O.O.O.O.O.O.O. The total energy comes out at -27050.022 eV. The energy above the lowest of the compared OMol25 structures with the same formula, charge and spin is 2.781 eV.


Entry from the OMol25 dataset: C22H28AlClF2N3O4SSe as an isolated structure (ωB97M-V/def2-TZVPD).

Geometry as ORCA input:
```
! wB97M-V def2-TZVPD RIJCOSX def2/J DEFGRID3
* xyz -1 1
Al -0.834 1.715 -1.226
F 3.757 0.067 3.906
C 2.834 0.805 3.240
C 2.700 0.807 1.860
C 1.803 1.622 1.070
C 0.894 2.454 1.766
C 1.037 2.416 3.154
F 0.254 3.191 4.003
C 1.900 1.639 3.955
C -0.273 3.147 1.020
C -0.643 4.396 1.654
C -0.556 5.601 1.033
C -0.080 5.661 -0.312
C 0.120 4.465 -0.932
N -0.100 3.262 -0.406
H 3.445 0.260 1.307
H 1.966 1.928 5.008
H -1.030 4.287 2.638
H -0.782 6.505 1.502
H 0.145 6.556 -0.839
H 0.333 4.515 -1.991
Cl -2.406 4.663 -4.893
C -2.909 3.108 -4.104
C -2.081 2.618 -2.966
O -0.794 2.583 -3.018
O -2.645 2.252 -1.861
H -3.011 2.376 -4.915
H -3.953 3.334 -3.817
C -3.767 -1.418 2.021
C -2.659 -2.187 2.786
C -1.978 -3.328 1.952
C -0.607 -2.911 1.341
N -0.834 -2.363 -0.012
C -0.004 -1.617 -0.786
S -0.789 -0.619 -2.003
N 1.318 -1.618 -0.727
C 2.203 -2.774 -0.374
C 2.083 -3.912 -1.443
C 2.559 -3.510 -2.844
C 2.615 -4.756 -3.746
H -4.506 -0.986 2.683
H -4.296 -2.139 1.331
H -3.306 -0.650 1.349
H -3.030 -2.620 3.727
H -1.890 -1.358 2.991
H -2.662 -3.687 1.214
H -1.794 -4.214 2.564
H 0.070 -3.781 1.205
H -0.066 -2.166 1.949
H -1.783 -1.994 -0.139
H 1.746 -0.938 -1.361
H 2.037 -3.032 0.661
H 3.239 -2.447 -0.520
H 1.137 -4.466 -1.496
H 2.794 -4.669 -1.023
H 3.548 -3.045 -2.642
H 1.956 -2.704 -3.257
H 3.705 -5.046 -3.761
H 2.292 -4.471 -4.717
H 2.066 -5.582 -3.341
Se 1.912 1.621 -0.842
O -1.042 0.947 0.346
O -1.356 2.208 1.079
*
```

The LUMO energy is 0.0885 Eh. As for the HOMO energy: -2.93 eV. The total energy comes out at -136666.539 eV. The energy above the lowest of the compared OMol25 structures with the same formula, charge and spin is 0.000 eV.


Entry from the OMol25 dataset: one molecule with the formula C4H7NO (ωB97M-V/def2-TZVPD).

Geometry as ORCA input:
```
! wB97M-V def2-TZVPD RIJCOSX def2/J DEFGRID3
* xyz 0 1
C -0.743 -0.863 -0.269
C -0.354 0.648 -0.284
O -1.216 1.561 0.383
C 0.981 0.596 0.471
C 1.437 -0.779 0.174
N 1.941 -1.795 -0.088
H -1.347 -1.161 -1.113
H 0.274 -1.650 -0.357
H -1.251 -1.054 0.688
H -0.184 0.998 -1.312
H -2.099 1.491 -0.004
H 0.795 0.712 1.545
H 1.766 1.296 0.165
*
```

The LUMO energy is 0.0273 Eh. As for the HOMO energy: -9.70 eV. The SMILES is C[C@@H](O)CC#N. The total energy comes out at -7796.363 eV. The energy above the lowest of the compared OMol25 structures with the same formula, charge and spin is 3.282 eV.


Entry from the OMol25 dataset: C43H49MgNO2P3Te as an isolated structure (ωB97M-V/def2-TZVPD).

Geometry as ORCA input:
```
! wB97M-V def2-TZVPD RIJCOSX def2/J DEFGRID3
* xyz 1 1
Mg 0.023 -0.612 1.073
O -0.402 1.308 -0.226
P 0.621 2.062 -0.996
C 1.784 1.039 -1.995
P 1.330 -0.744 -2.205
O 0.673 -1.272 -0.996
C 2.931 -1.493 -2.617
C 3.799 -0.879 -3.517
C 5.030 -1.448 -3.787
C 5.388 -2.638 -3.172
C 4.516 -3.266 -2.296
C 3.287 -2.692 -2.016
C 0.247 -0.922 -3.658
C -1.120 -0.830 -3.414
C -2.027 -1.023 -4.438
C -1.573 -1.328 -5.711
C -0.213 -1.438 -5.954
C 0.701 -1.240 -4.931
C 1.738 3.019 0.058
C 1.775 2.756 1.422
C 2.637 3.469 2.240
C 3.449 4.450 1.696
C 3.442 4.686 0.328
C 2.603 3.960 -0.496
C -0.102 3.184 -2.237
C -0.021 4.569 -2.172
C -0.462 5.333 -3.239
C -1.009 4.725 -4.357
C -1.156 3.347 -4.394
C -0.695 2.582 -3.341
H 2.734 1.030 -1.448
H 1.944 1.525 -2.957
H 3.521 0.048 -3.999
H 5.710 -0.967 -4.478
H 6.351 -3.077 -3.380
H 4.798 -4.201 -1.836
H 2.602 -3.155 -1.319
H -1.445 -0.623 -2.402
H -3.087 -0.954 -4.246
H -2.284 -1.494 -6.507
H 0.127 -1.701 -6.943
H 1.761 -1.341 -5.117
H 1.150 1.971 1.828
H 2.675 3.250 3.296
H 4.104 5.022 2.334
H 4.095 5.433 -0.097
H 2.609 4.121 -1.566
H 0.416 5.043 -1.305
H -0.351 6.406 -3.206
H -1.312 5.325 -5.200
H -1.597 2.872 -5.257
H -0.770 1.504 -3.376
C -3.601 -1.874 -0.603
P -2.117 -2.588 0.254
C -1.470 -3.652 -1.105
C -2.996 -3.892 1.223
H -4.063 -2.619 -1.249
H -3.296 -1.016 -1.199
H -4.325 -1.543 0.139
H -2.255 -4.262 -1.551
H -0.699 -4.300 -0.693
H -1.015 -3.018 -1.862
H -3.669 -4.468 0.591
H -3.565 -3.422 2.022
H -2.268 -4.558 1.680
Te 2.586 -0.904 1.750
C 2.212 -2.303 3.300
C 2.780 -3.566 3.237
C 2.603 -4.477 4.262
C 1.823 -4.148 5.356
C 1.233 -2.896 5.418
C 1.447 -1.974 4.408
H 3.387 -3.833 2.382
H 3.083 -5.445 4.207
H 1.687 -4.856 6.163
H 0.613 -2.630 6.264
H 1.022 -0.981 4.494
C -4.120 2.708 3.039
N -2.990 2.536 2.112
C -3.263 1.461 1.147
C -1.683 2.280 2.838
C -1.686 0.931 3.505
C -2.141 0.876 4.824
C -2.328 -0.346 5.439
C -2.061 -1.500 4.719
C -1.517 -1.417 3.450
C -1.303 -0.209 2.776
H -5.043 2.875 2.485
H -3.949 3.558 3.699
H -4.225 1.810 3.647
H -2.870 3.409 1.590
H -3.380 0.525 1.690
H -2.407 1.346 0.488
H -4.163 1.680 0.579
H -1.563 3.080 3.571
H -0.898 2.339 2.083
H -2.326 1.792 5.379
H -2.679 -0.399 6.458
H -2.248 -2.465 5.164
H -1.238 -2.346 2.961
*
```

The LUMO energy is -0.0816 Eh. As for the HOMO energy: -8.58 eV. The total energy comes out at -91574.462 eV. The energy above the lowest of the compared OMol25 structures with the same formula, charge and spin is 1.006 eV.